[1]
Entry from the OMol25 dataset: 5 unconnected molecules or ions with the total composition C24H60ClN4O12 in a non-equilibrium geometry (wB97M-V/def2-TZVPD).

Last column: Löwdin charge in e.
Positions of all 101 atoms, in Å:
Cl -1.28 -0.15 3.71  0.5896
O -0.09 -0.15 2.90  -0.3867
O -1.08 0.28 5.07  -0.3966
O -2.32 0.63 3.19  -0.3835
O -1.82 -1.52 3.79  -0.4231
C -7.65 -3.17 4.99  -0.1358
O -6.88 -3.47 3.87  -0.1608
C -7.34 -2.81 2.74  -0.2402
C -6.74 -3.11 1.31  -0.1497
N -6.77 -4.58 1.12  -0.0692
C -6.18 -4.96 -0.12  -0.2428
C -4.67 -4.68 -0.30  -0.2441
O -4.01 -5.45 0.65  -0.1808
C -2.58 -5.48 0.49  -0.0802
H -8.59 -3.73 4.90  0.0824
H -7.97 -2.13 5.09  0.0824
H -7.09 -3.43 5.89  0.0935
H -7.16 -1.75 2.92  0.1163
H -8.43 -2.87 2.69  0.1062
H -5.71 -2.78 1.33  0.1134
H -7.33 -2.63 0.52  0.1119
H -7.73 -4.88 1.18  0.1082
H -6.75 -4.56 -0.96  0.1005
H -6.36 -6.02 -0.33  0.1140
H -4.44 -3.65 -0.06  0.1132
H -4.40 -4.93 -1.32  0.1156
H -2.14 -6.31 1.06  0.0811
H -2.08 -4.59 0.88  0.0895
H -2.30 -5.60 -0.55  0.0755
C 2.90 -7.03 -9.92  -0.1071
O 1.66 -6.44 -9.54  -0.2115
C 1.21 -5.33 -10.33  -0.2033
C -0.29 -4.99 -9.91  -0.1677
N -0.14 -4.34 -8.58  -0.0968
C -1.39 -4.08 -7.84  -0.2179
C -1.27 -2.84 -6.97  -0.1963
O -0.36 -3.23 -5.90  -0.1962
C -0.06 -2.20 -4.95  -0.0995
H 2.81 -7.42 -10.93  0.0835
H 3.07 -7.81 -9.18  0.0875
H 3.73 -6.33 -9.83  0.0824
H 1.23 -5.48 -11.41  0.1059
H 1.88 -4.50 -10.15  0.1141
H -0.92 -5.88 -9.87  0.1068
H -0.74 -4.21 -10.52  0.1071
H 0.61 -4.73 -8.02  0.0999
H -1.63 -5.04 -7.39  0.1192
H -2.13 -4.07 -8.63  0.1082
H -2.31 -2.72 -6.65  0.1129
H -0.96 -1.98 -7.55  0.1208
H 0.95 -2.45 -4.64  0.0862
H -0.77 -2.21 -4.11  0.0826
H -0.10 -1.18 -5.32  0.0791
C -0.08 12.35 -1.75  -0.0749
O 0.00 11.06 -1.09  -0.1811
C -1.24 10.60 -0.69  -0.2841
C -1.18 9.12 -0.29  -0.1977
N -0.81 8.28 -1.45  -0.0489
C -0.64 6.81 -1.13  -0.1696
C 0.79 6.59 -0.61  -0.2160
O 1.64 7.02 -1.67  -0.1918
C 2.96 7.17 -1.26  -0.1379
H 0.95 12.71 -1.81  0.0840
H -0.69 12.94 -1.06  0.0776
H -0.52 12.50 -2.74  0.0825
H -2.02 10.73 -1.44  0.1198
H -1.58 11.20 0.16  0.1157
H -2.13 8.75 0.07  0.1193
H -0.41 9.08 0.48  0.1072
H 0.09 8.57 -1.81  0.0795
H -0.67 6.16 -2.00  0.1080
H -1.38 6.46 -0.41  0.1152
H 0.91 5.51 -0.47  0.1250
H 0.89 7.13 0.33  0.1132
H 3.50 7.83 -1.94  0.0831
H 3.49 6.22 -1.37  0.0847
H 3.11 7.56 -0.26  0.0871
C 7.42 -3.21 8.19  -0.1084
O 6.14 -3.01 7.57  -0.1662
C 6.16 -2.10 6.49  -0.2444
C 4.86 -1.41 6.26  -0.2283
N 4.23 -0.88 7.46  -0.0411
C 5.01 0.28 7.99  -0.1944
C 4.84 1.52 7.16  -0.2606
O 5.87 1.63 6.22  -0.1875
C 5.73 2.83 5.40  -0.0830
H 7.87 -2.24 8.40  0.0762
H 8.12 -3.81 7.61  0.0772
H 7.38 -3.73 9.15  0.0790
H 6.23 -2.71 5.59  0.1194
H 6.97 -1.37 6.50  0.1156
H 4.16 -2.08 5.74  0.1237
H 4.96 -0.59 5.54  0.1115
H 3.42 -0.38 7.11  0.0920
H 6.05 0.06 8.25  0.1186
H 4.58 0.46 8.97  0.1092
H 4.86 2.32 7.90  0.1198
H 3.87 1.48 6.66  0.1292
H 6.51 2.79 4.64  0.0818
H 5.93 3.78 5.90  0.0744
H 4.73 2.97 4.98  0.0866

Calculated values
Total charge: -1
2S+1: 1
Energy, eV: -68899.87000
Strongest force on any atom, eV/Å: 4.1

---

[2]
Entry from the OMol25 dataset: a molecular structure, C24H60F2Li3NO20P4S2 in a non-equilibrium geometry (wB97M-V/def2-TZVPD).

Last column: Löwdin charge in e.
Positions of all 116 atoms, in Å:
Li 14.28 -17.86 13.79  0.6878
Li 13.70 -16.05 11.20  0.8301
Li 15.07 -15.26 9.18  0.7687
N 15.63 -15.62 11.24  -0.4720
S 16.69 -16.76 12.05  0.5809
O 16.15 -17.22 13.29  -0.2967
O 18.07 -16.44 11.94  -0.1760
F 16.50 -17.83 10.90  -0.1510
S 16.17 -14.33 11.95  0.4544
O 17.24 -13.59 11.33  -0.2164
O 15.99 -14.20 13.35  -0.2052
F 14.85 -13.52 11.43  -0.2337
C 19.42 -11.63 7.63  -0.0368
C 18.14 -12.44 7.92  -0.2496
O 17.13 -11.52 8.35  -0.1530
P 15.60 -11.94 8.40  0.4358
O 15.39 -13.39 8.70  -0.3504
O 14.88 -11.00 9.44  -0.1478
C 15.54 -10.60 10.64  -0.2651
C 15.87 -9.11 10.70  -0.0453
O 15.03 -11.43 7.00  -0.1526
C 13.61 -11.43 6.75  -0.2615
C 13.14 -10.06 6.36  -0.0660
H 19.14 -10.63 7.28  0.0862
H 19.92 -11.56 8.59  0.0567
H 20.14 -12.07 6.95  0.0860
H 17.90 -13.03 7.03  0.1204
H 18.32 -13.18 8.70  0.1003
H 14.91 -10.89 11.48  0.1168
H 16.46 -11.16 10.81  0.0984
H 16.29 -8.81 9.73  0.0856
H 14.99 -8.52 10.94  0.0816
H 16.63 -8.81 11.42  0.0868
H 13.43 -12.14 5.95  0.1252
H 13.06 -11.67 7.67  0.1123
H 13.17 -9.36 7.21  0.0826
H 13.77 -9.51 5.67  0.0908
H 12.08 -10.16 6.11  0.0904
C 24.27 -12.64 16.62  -0.0727
C 23.03 -13.46 16.24  -0.2624
O 23.36 -14.14 15.03  -0.1505
P 22.25 -14.85 14.15  0.3785
O 22.77 -15.83 13.21  -0.2116
O 21.19 -15.41 15.20  -0.1723
C 20.03 -16.10 14.73  -0.2428
C 18.78 -15.36 15.17  -0.0567
O 21.51 -13.63 13.47  -0.1486
C 20.80 -13.82 12.26  -0.2967
C 21.14 -12.75 11.22  -0.0525
H 25.20 -13.19 16.44  0.0814
H 24.40 -11.84 15.89  0.0792
H 24.29 -12.30 17.65  0.0794
H 22.92 -14.18 17.06  0.1184
H 22.21 -12.76 16.15  0.1194
H 20.06 -16.17 13.65  0.0912
H 20.08 -17.09 15.20  0.1215
H 17.83 -15.90 15.26  0.0507
H 18.89 -15.04 16.21  0.0855
H 18.64 -14.54 14.46  0.0715
H 21.03 -14.79 11.80  0.1110
H 19.70 -13.80 12.32  0.0884
H 20.97 -11.74 11.59  0.0831
H 22.20 -12.84 10.98  0.0885
H 20.52 -12.90 10.33  0.0525
C 16.38 -14.13 18.16  -0.0508
C 15.50 -14.56 16.99  -0.2627
O 14.59 -15.60 17.33  -0.1516
P 14.89 -17.13 17.06  0.4260
O 14.53 -17.63 15.71  -0.3053
O 14.13 -17.82 18.29  -0.1598
C 12.77 -17.48 18.56  -0.2728
C 12.02 -18.71 19.07  -0.0491
O 16.40 -17.26 17.47  -0.1733
C 17.09 -18.50 17.19  -0.2439
C 18.40 -18.43 17.96  -0.0396
H 16.93 -13.24 17.87  0.0896
H 15.86 -14.10 19.11  0.0906
H 17.15 -14.90 18.23  0.0606
H 14.93 -13.66 16.72  0.1233
H 16.08 -14.76 16.09  0.0895
H 12.76 -16.67 19.30  0.1279
H 12.26 -17.08 17.68  0.1141
H 12.34 -19.60 18.54  0.0630
H 12.40 -18.91 20.07  0.0877
H 10.95 -18.53 19.02  0.0863
H 16.51 -19.37 17.49  0.1260
H 17.20 -18.54 16.10  0.1085
H 18.11 -18.36 19.01  0.0896
H 19.03 -19.30 17.75  0.0842
H 18.87 -17.46 17.81  0.0748
C 12.52 -22.35 16.29  -0.0606
C 13.36 -21.23 15.79  -0.2982
O 14.66 -21.62 15.35  -0.1462
P 15.28 -21.07 13.96  0.4789
O 14.75 -19.72 13.62  -0.3389
O 16.85 -21.02 14.25  -0.1579
C 17.80 -21.88 13.64  -0.2622
C 19.21 -21.64 14.21  -0.0442
O 15.08 -22.22 12.88  -0.1598
C 13.92 -22.23 12.04  -0.2380
C 14.34 -21.61 10.70  -0.0638
H 12.23 -22.93 15.41  0.0837
H 13.02 -22.99 17.02  0.0927
H 11.53 -22.10 16.67  0.0895
H 12.82 -20.64 15.04  0.1096
H 13.51 -20.44 16.54  0.1034
H 17.55 -22.93 13.79  0.1241
H 17.86 -21.70 12.56  0.1197
H 19.08 -21.36 15.26  0.0746
H 19.86 -22.49 14.04  0.0860
H 19.63 -20.73 13.77  0.0745
H 13.45 -23.21 11.97  0.1326
H 13.08 -21.64 12.44  0.1096
H 14.87 -22.28 10.04  0.0858
H 13.46 -21.33 10.11  0.0799
H 14.92 -20.69 10.78  0.0606

Calculated values
Total charge: +2
2S+1: 1
Energy, eV: -133176.52498
Strongest force on any atom, eV/Å: 7.9